No. 1
The following is a quantum chemistry calculation of a 2-piece molecular cluster, CH4ClN2O overall at a distorted geometry, from the Open Molecules 2025 dataset.

XYZ file:
```
9
Properties=species:S:1:pos:R:3:forces:R:3
C 0.53566 -0.15930 0.19429 -5.564 -0.805 -0.299
N -0.03415 -1.29085 0.16594 -1.495 -3.000 -0.188
N -1.47518 1.11426 -0.15097 1.174 -3.237 0.381
O 1.40731 0.58723 0.17261 4.173 2.362 -0.576
Cl 3.27050 -0.13144 -0.20853 -0.699 0.120 0.160
H -0.97810 -1.34760 0.61992 0.953 0.558 -0.763
H 0.13821 -2.20241 -0.37805 0.765 1.936 1.002
H -1.56078 1.78884 0.55821 0.063 1.351 1.673
H -1.30347 1.64128 -0.97343 0.630 0.715 -1.390
```
Forces are in eV/Å.

ΔE to the lowest compared entry with this formula, charge and spin ... 140.6 kcal per mole
Multiplicity ... 1
Charge ... +1

Want to see where the charge sits? The natural (NBO) charges in e are: 0.920 -0.805 -0.580 -0.338 0.138 0.482 0.493 0.343 0.346



No. 2
The following is a quantum chemistry calculation of a 3-piece molecular cluster, C41H84IN8O7P2SSi overall at a distorted geometry, from the Open Molecules 2025 dataset.

XYZ file:
```
145
Properties=species:S:1:pos:R:3:forces:R:3
C 0.22851 -1.18160 5.68314 -0.859 -0.464 0.121
C 0.79588 -2.28543 4.76792 0.137 0.198 0.604
C 2.01016 -1.91746 3.84868 0.390 -2.030 -0.372
I 2.90553 -0.06002 4.45038 0.244 -0.384 -0.242
C 1.62684 -1.97260 2.32318 -2.556 5.549 1.080
O 0.68196 -2.94959 1.95593 1.331 -1.405 0.032
C 1.03556 -4.17057 2.29726 0.541 -1.799 0.272
N 1.36736 -5.25307 2.58259 -0.623 1.940 -0.476
C 0.75501 -0.65214 2.16221 -1.614 -0.385 -1.647
C 1.38180 0.37266 1.17547 0.727 -1.143 -0.472
S 1.27588 2.11469 1.63793 -0.788 1.706 2.724
C 0.68636 3.08104 0.23004 -0.581 -1.001 -0.289
O 2.46974 2.65337 2.25121 1.016 -0.477 -1.487
O 0.19400 2.18265 2.59508 -0.729 -0.740 -0.593
C 2.74071 -0.28190 0.73359 -0.497 1.860 -1.001
C 4.10861 0.38226 0.98291 0.394 -0.142 0.134
C 4.46999 1.56103 0.05727 0.419 0.661 0.399
O 3.40040 1.98996 -0.79396 0.032 0.323 0.311
C 3.73856 3.25099 -1.32600 0.478 0.783 -1.423
C 3.56286 4.51116 -0.47981 0.268 -1.272 1.162
O 4.17551 3.31276 -2.44164 -0.461 -0.391 0.731
N 2.73852 -1.65522 1.35074 1.995 -1.514 1.112
C 3.29557 -2.76950 0.49322 0.540 -0.427 -1.350
C 2.65121 -2.95873 -0.90319 -0.559 0.168 0.195
C 1.17998 -2.48525 -1.09506 0.098 -0.487 -0.043
C 0.22195 -3.68113 -1.20892 -0.263 0.192 -0.957
C -1.23102 -3.26575 -1.49415 -0.340 -0.900 0.644
C -1.99690 -2.86645 -0.20737 -0.919 0.049 -0.648
C -3.08916 -1.79320 -0.49344 1.161 0.618 1.332
C -2.42912 -0.39019 -0.23131 -0.673 -0.262 -1.056
Si -3.66251 1.00778 0.12378 0.796 0.577 0.011
C -2.80543 2.62081 -0.44251 -0.796 -0.250 0.441
C -5.26094 0.80624 -0.84913 0.045 0.077 0.094
C -3.95858 1.24455 1.98458 -0.283 -0.465 -1.192
C -3.13739 0.72310 2.97087 0.056 -0.044 0.009
C -3.41820 0.98223 4.30599 0.736 -0.390 -0.294
C -4.51050 1.75042 4.62420 -0.538 0.522 1.323
C -5.35094 2.28001 3.66286 -0.045 0.078 -0.540
C -5.06675 2.01180 2.33687 -0.124 0.101 -0.098
H -0.06802 -0.26421 5.15981 0.327 -0.102 0.130
H -0.70894 -1.58175 6.10244 0.238 0.071 -0.111
H 0.85201 -0.97020 6.55690 0.106 0.159 -0.415
H 1.15259 -3.08261 5.43312 -0.085 0.102 -0.250
H -0.04999 -2.71862 4.22050 0.373 0.161 -0.215
H 2.78196 -2.68984 3.99533 -0.063 0.334 0.226
H 0.24196 -0.27373 3.04643 0.750 0.161 0.120
H -0.09401 -1.01602 1.56149 0.099 0.014 0.368
H 0.76803 0.31516 0.26406 -0.001 0.345 0.287
H -0.40660 2.97082 0.26396 0.377 -0.013 0.138
H 1.01251 2.67584 -0.73133 0.296 0.301 0.219
H 0.92017 4.13350 0.38861 0.276 -0.291 0.121
H 2.67072 -0.28631 -0.36036 0.027 -0.960 0.235
H 4.87007 -0.39644 0.79878 -0.263 0.108 -0.023
H 4.27365 0.70666 2.01346 -0.411 -0.110 -0.158
H 5.36034 1.34916 -0.55122 -0.337 -0.204 -0.018
H 4.74282 2.41740 0.69324 -0.050 -0.324 -0.009
H 2.58754 4.97156 -0.64551 0.298 0.054 -0.281
H 3.60947 4.21472 0.58031 -0.231 0.235 -0.212
H 4.40008 5.18864 -0.65254 -0.338 -0.001 -0.362
H 3.51216 -1.54048 2.02393 -0.123 -0.042 0.008
H 4.34759 -2.50251 0.32182 -0.256 0.055 0.198
H 3.34601 -3.71703 1.04346 -0.479 0.441 0.299
H 2.66976 -4.03529 -1.12173 0.127 0.252 0.037
H 3.26331 -2.48166 -1.67614 0.066 -0.024 0.343
H 1.15349 -1.92703 -2.04180 -0.190 -0.102 0.240
H 0.82176 -1.79262 -0.32127 0.157 -0.114 -0.082
H 0.57411 -4.28870 -2.05841 0.007 0.048 0.297
H 0.23143 -4.34749 -0.33383 0.172 0.256 -0.046
H -1.32335 -2.51168 -2.28811 0.270 0.048 0.295
H -1.74572 -4.15922 -1.87989 0.136 0.283 -0.123
H -2.50497 -3.73790 0.23254 0.441 -0.022 -0.166
H -1.29760 -2.48612 0.54543 -0.214 -0.046 -0.074
H -3.93984 -1.88865 0.19556 0.152 -0.261 -0.182
H -3.46885 -1.87301 -1.51723 0.055 0.058 0.180
H -1.87755 -0.13199 -1.15452 -0.049 0.158 0.310
H -1.67527 -0.44562 0.56545 -0.284 -0.037 -0.033
H -2.40332 3.15761 0.42898 0.045 -0.161 -0.279
H -3.61793 3.26461 -0.81281 0.483 0.029 -0.231
H -2.04188 2.42784 -1.20496 -0.233 0.276 0.026
H -5.04146 0.72574 -1.92253 -0.025 -0.006 0.205
H -5.86108 1.71702 -0.71208 0.060 -0.230 -0.060
H -5.87257 -0.05390 -0.55243 0.158 0.149 -0.028
H -2.27800 0.11678 2.68255 -0.105 0.105 0.180
H -2.75026 0.59553 5.07366 -0.253 0.087 -0.005
H -4.71930 1.96477 5.67261 0.058 -0.079 -0.184
H -6.20948 2.90648 3.88804 0.165 -0.167 0.284
H -5.71628 2.40776 1.55718 0.083 -0.020 0.156
O -3.07413 6.31986 0.77160 2.556 -2.607 1.136
P -2.19473 7.19766 1.65742 -4.264 5.795 -1.333
N -3.46089 7.69347 2.72103 -0.157 0.327 0.660
C -4.29934 8.86654 2.64168 -0.034 0.152 -0.152
C -4.01239 6.65125 3.57091 0.448 -0.348 -0.137
N -1.78506 8.32493 0.43575 0.244 -0.394 -0.732
C -1.93218 9.76600 0.50204 0.648 0.283 0.384
C -1.96658 7.89819 -0.95015 -0.132 -0.297 -0.034
N -0.99876 7.99978 2.70494 1.603 -2.671 0.294
C 0.15704 7.10234 2.92459 0.231 0.229 -0.343
C -1.27694 8.71353 3.93989 -0.616 -0.072 0.387
H -4.49353 9.25146 3.65074 -0.079 -0.104 0.007
H -5.26461 8.66283 2.16176 -0.029 0.051 -0.019
H -3.83180 9.69203 2.11332 0.095 -0.133 -0.129
H -3.29966 6.38466 4.36641 -0.075 -0.097 0.046
H -4.23850 5.74158 3.00521 -0.031 -0.004 0.011
H -4.93383 6.97040 4.05655 0.053 0.180 -0.059
H -2.95428 10.07647 0.25977 -0.008 -0.005 -0.011
H -1.26724 10.24739 -0.22062 -0.009 -0.102 -0.046
H -1.64878 10.17647 1.47013 -0.127 -0.166 0.120
H -3.01625 7.95213 -1.25964 0.008 -0.065 -0.076
H -1.61501 6.87843 -1.08873 -0.200 -0.022 0.036
H -1.37178 8.51981 -1.62334 -0.012 0.209 0.194
H -0.10334 6.27221 3.58864 0.164 0.005 0.085
H 1.00504 7.64047 3.35121 -0.067 0.058 0.005
H 0.49036 6.68283 1.96889 -0.093 -0.001 -0.032
H -1.73086 8.08872 4.71579 -0.033 0.087 0.043
H -1.90439 9.58584 3.76536 -0.208 -0.193 -0.090
H -0.34108 9.10817 4.34609 0.153 -0.219 -0.219
O 1.60994 -6.14113 -3.55675 3.071 -0.240 1.867
P 2.26612 -7.23118 -4.39078 -5.064 -0.622 -4.663
N 2.32660 -6.37288 -5.88474 0.167 0.037 -0.526
C 1.38232 -6.39887 -6.97802 -0.200 -0.107 -0.060
C 3.20215 -5.21449 -5.91224 0.266 -0.177 0.496
N 1.01022 -8.37963 -4.24466 -0.414 0.148 0.775
C 0.37400 -9.10698 -5.32648 0.464 -0.611 -0.178
C 0.02950 -8.16467 -3.18216 0.035 0.307 0.182
N 3.28272 -8.52584 -5.05690 2.036 0.498 2.259
C 4.33983 -8.88590 -4.08413 -0.311 -0.372 0.210
C 3.84077 -8.57592 -6.39810 0.044 0.604 -0.442
H 1.91955 -6.34146 -7.93254 0.013 0.122 0.040
H 0.66747 -5.56740 -6.93728 -0.045 -0.009 -0.030
H 0.81568 -7.32376 -7.03183 0.001 -0.018 0.215
H 4.25691 -5.52770 -5.92516 0.037 0.130 0.004
H 3.05392 -4.57135 -5.03785 -0.014 0.032 -0.023
H 3.03666 -4.60259 -6.79791 -0.101 -0.152 -0.063
H -0.40888 -8.50920 -5.80570 -0.011 0.005 0.001
H -0.09964 -10.01480 -4.94358 0.011 0.062 0.099
H 1.08141 -9.44884 -6.08048 0.116 0.215 -0.012
H -0.70883 -7.40175 -3.45675 -0.041 0.009 0.083
H 0.51986 -7.86026 -2.26094 -0.040 0.146 -0.085
H -0.49712 -9.09330 -2.95359 0.055 -0.086 -0.265
H 5.10307 -8.10438 -4.01920 0.141 -0.123 -0.009
H 4.82275 -9.82673 -4.35019 -0.054 0.021 -0.080
H 3.90229 -9.01959 -3.08926 -0.049 0.070 -0.033
H 4.52113 -7.74822 -6.62222 -0.011 -0.019 -0.103
H 3.05969 -8.61700 -7.15547 -0.081 0.266 0.094
H 4.40696 -9.50360 -6.51705 -0.017 -0.014 0.346
```
Forces are in eV/Å.

Multiplicity ... 1
Charge ... +1

Results of the Mulliken charge analysis, in e, for atoms 1 through 99: -1.742 -0.188 -0.740 0.193 0.245 -0.558 0.753 -0.653 -0.353 -0.071 2.442 -0.234 -0.784 -0.726 -0.505 -0.597 -1.043 -0.242 0.578 -0.801 -0.529 0.264 -0.929 -0.821 0.780 -0.711 -1.260 0.470 -1.234 1.679 0.355 -1.109 -1.223 0.201 0.703 -0.582 -0.512 -0.744 -0.482 0.465 0.463 0.384 0.471 0.288 0.855 0.351 -1.671 0.296 -0.420 0.471 0.063 0.084 0.494 0.064 0.491 0.475 0.231 0.227 0.383 0.901 0.557 0.634 0.425 0.365 0.754 -0.684 0.344 0.142 0.367 0.413 0.500 -0.503 0.474 0.322 0.338 -1.511 0.061 0.394 0.510 0.394 0.354 0.369 -0.030 0.364 0.362 0.450 0.222 -0.891 0.789 0.288 -1.154 -1.182 0.221 -1.088 -0.877 0.103 -1.222 -0.968 0.421



No. 3
The following is a quantum chemistry calculation of one molecule with the formula C23H26FN3O5S at a distorted geometry, from the Open Molecules 2025 dataset.

XYZ file:
```
59
Properties=species:S:1:pos:R:3:forces:R:3
O -0.16532 1.30196 1.39169 0.323 0.016 0.195
C -1.35935 1.48492 1.26538 -0.522 -0.334 0.268
N -1.90584 2.56259 0.68622 -0.231 0.508 -0.185
H -2.91392 2.65003 0.66617 0.049 -0.123 0.058
C -1.08505 3.60207 0.09170 0.226 -0.077 0.098
C -0.04842 3.01439 -0.83447 0.048 0.087 -0.130
C -0.41367 2.05106 -1.76843 0.116 0.178 0.057
C 0.52619 1.48592 -2.60957 0.207 -0.004 -0.086
C 1.84006 1.90720 -2.51059 -0.121 0.147 0.114
C 2.23172 2.86594 -1.59509 0.079 -0.174 -0.203
C 1.27878 3.41189 -0.75482 -0.258 -0.051 -0.078
H 1.57393 4.15059 -0.02517 0.037 0.069 0.115
H 3.26586 3.16628 -1.54049 0.132 0.012 -0.020
F 2.76648 1.36733 -3.32596 0.002 -0.042 0.016
H 0.25855 0.72675 -3.32697 -0.008 -0.096 -0.100
H -1.44433 1.73231 -1.83378 -0.109 -0.062 0.003
H -1.74707 4.27447 -0.45899 0.017 -0.025 0.119
H -0.58335 4.17299 0.88094 -0.053 0.023 -0.130
C -2.40502 0.45920 1.72211 0.112 0.133 0.132
N -3.11547 -0.10752 0.58948 -0.075 -0.043 0.223
C -4.26511 0.47923 0.17966 -0.102 -0.142 -0.107
O -4.66792 1.52625 0.65544 -0.234 0.125 -0.060
C -4.99337 -0.22913 -0.94836 -0.194 0.369 -0.211
H -6.06920 -0.10906 -0.80265 0.216 0.075 0.035
O -4.74715 -1.61438 -1.03992 0.142 -0.259 0.229
C -3.43156 -1.95972 -0.91696 0.377 0.053 0.004
C -2.95509 -3.08704 -1.57177 0.000 0.186 0.130
C -1.61780 -3.42862 -1.46567 -0.072 -0.055 -0.066
C -0.76540 -2.63826 -0.71886 0.613 -0.087 0.083
C -1.22850 -1.53330 -0.03486 -0.097 0.013 -0.007
C -2.57409 -1.19808 -0.11346 -0.127 -0.421 -0.419
H -0.53964 -0.93945 0.54036 0.103 0.189 0.135
S 0.98940 -3.06661 -0.71566 -0.313 0.172 0.049
O 1.10704 -4.35189 -0.08988 -0.025 0.137 0.215
O 1.42413 -2.92237 -2.07572 -0.001 0.194 0.025
N 1.71428 -1.94177 0.22375 -0.469 -0.819 -0.645
C 1.91027 -2.25660 1.62324 -0.107 -0.376 0.619
C 1.99466 -1.03635 2.53785 0.213 -0.120 -0.123
H 1.24954 -0.29320 2.25529 -0.138 0.000 0.080
C 3.37930 -0.38914 2.54995 -0.177 0.262 -0.039
C 3.67186 0.45268 1.31142 0.231 -0.243 0.049
C 3.60758 -0.33589 0.00590 -0.236 0.147 0.112
H 4.21565 -1.23872 0.07293 0.119 -0.062 -0.075
C 2.17659 -0.71416 -0.37607 0.156 0.461 -0.515
H 2.11253 -0.89343 -1.45032 0.062 0.281 0.059
H 1.50711 0.11794 -0.11835 0.024 -0.049 -0.068
H 4.01592 0.28082 -0.79659 0.008 -0.042 -0.062
H 4.66883 0.88791 1.41581 -0.017 0.084 -0.001
H 2.95138 1.27242 1.26038 -0.007 0.106 -0.020
H 4.13887 -1.16851 2.64995 0.068 -0.033 0.067
H 3.45350 0.25748 3.42763 0.064 -0.047 0.040
H 1.76517 -1.37691 3.55013 -0.062 -0.026 -0.034
H 2.81975 -2.86140 1.74198 -0.123 0.016 0.062
H 1.06670 -2.88926 1.91229 0.159 0.035 0.193
H -1.21739 -4.29136 -1.97159 -0.053 -0.154 -0.134
H -3.64381 -3.67302 -2.15828 -0.074 -0.070 -0.089
H -4.71638 0.27032 -1.89271 -0.028 -0.058 0.158
H -3.14601 0.95444 2.35642 0.121 -0.107 -0.059
H -1.91646 -0.34223 2.27794 0.004 0.122 -0.076
```
Forces are in eV/Å.

ΔE to the lowest compared entry with this formula, charge and spin ... 3.9 kcal per mole
SMILES ... O=C(CN1C(=O)COc2ccc(S(=O)(=O)N3CCCCCC3)cc21)NCc1ccc(F)cc1
Multiplicity ... 1

Want to see where the charge sits? The natural (NBO) charges in e are: -0.636 0.673 -0.623 0.434 -0.226 -0.050 -0.203 -0.266 0.388 -0.295 -0.135 0.208 0.231 -0.324 0.236 0.212 0.218 0.204 -0.317 -0.413 0.670 -0.633 -0.157 0.233 -0.474 0.283 -0.237 -0.170 -0.326 -0.195 0.071 0.253 2.348 -0.938 -0.940 -0.716 -0.214 -0.428 0.235 -0.394 -0.397 -0.417 0.207 -0.240 0.245 0.203 0.219 0.205 0.204 0.192 0.207 0.214 0.192 0.219 0.240 0.235 0.199 0.252 0.235



Number 1: gap between HOMO and LUMO 5.5 eV. Number 2: gap between HOMO and LUMO 6.6 eV. Number 3: gap between HOMO and LUMO 9.3 eV.